{
  "formula": "C4H7NO2",
  "method": "the ωB97M-V functional and the def2-TZVPD basis",
  "species": ["C", "C", "C", "C", "H", "H", "H", "H", "H", "H", "H", "N", "O", "O"],
  "coordinates": [[1.23871, -0.71233, 0.36392], [-0.09341, -0.21050, 0.85144], [-1.09042, 1.06962, -0.68280], [-1.32065, -0.35905, -0.16065], [1.90542, -1.56368, -1.47551], [1.41775, -1.97396, 0.35571], [1.92629, -0.25957, 1.13026], [-0.29425, -0.29219, 2.05091], [-0.80370, 1.80225, 1.01211], [-2.16415, 1.68011, -0.69079], [-0.44719, 0.89577, -1.66361], [0.00856, 1.27427, 0.31918], [1.71509, -0.00747, -1.01960], [-1.99806, -1.34328, -0.39057]],
  "forces_ev_per_angstrom": [[2.51, -1.56, 0.03], [-1.30, 1.82, -0.21], [-0.54, -1.64, -2.56], [0.41, -2.27, 0.61], [-0.40, 5.39, 0.75], [-0.78, 3.76, 0.08], [-0.16, -0.76, -0.93], [0.63, -0.10, -3.11], [3.78, -1.25, -1.22], [3.30, -1.03, -0.26], [-2.16, 0.75, 1.16], [-5.22, 2.28, 4.31], [-0.85, -7.55, 1.20], [0.78, 2.16, 0.15]],
  "molar_mass_g_mol": 101.10,
  "e_homo_ev": -9.675,
  "charge": 0
}